Record 1
C24H21F12NO2Pb | ωB97M-V with the def2-TZVPD basis set

As for the total charge: 0. As for the spin multiplicity: 1. For the orbital gap, the calculation gives 7.126 eV. As for the HOMO energy: -0.275 hartree. The total energy is -2523.6752 Eh.

Last column: Löwdin charge in e.
Cartesian coordinates (Å):
Pb (-0.83821, -1.21113, -2.12864)  1.533
C (4.48117, -0.49638, 3.10819)  -0.050
C (3.22756, -0.60224, 2.28353)  -0.274
C (1.96857, -0.65715, 2.85980)  -0.030
C (0.83473, -0.77386, 2.08905)  -0.014
C (0.86228, -0.85819, 0.67790)  -0.233
N (-0.30636, -1.09493, -0.00669)  -0.114
C (-1.48930, -1.45853, 0.68433)  -0.286
C (-1.45700, -2.58671, 1.51801)  -0.025
C (-2.58670, -3.08206, 2.13211)  -0.027
C (-3.82217, -2.47968, 1.91104)  -0.259
C (-5.08477, -3.01790, 2.52592)  -0.046
C (-3.86141, -1.37809, 1.07401)  0.019
C (-2.72923, -0.84099, 0.44922)  -0.074
C (-2.85060, 0.42897, -0.42781)  -0.356
O (-2.07546, 0.47339, -1.55351)  -0.359
C (-2.50371, 1.64153, 0.46601)  -0.551
F (-3.17807, 1.64318, 1.61924)  0.170
F (-1.19772, 1.61619, 0.76290)  0.162
F (-2.74412, 2.81664, -0.13699)  0.163
C (-4.30755, 0.62274, -0.96733)  -0.558
F (-4.73333, -0.50606, -1.55590)  0.152
F (-5.22837, 0.95546, -0.04166)  0.142
F (-4.34941, 1.58674, -1.88857)  0.163
C (2.13843, -0.66312, 0.08206)  -0.092
C (3.27089, -0.59504, 0.90695)  0.007
C (2.35578, -0.51484, -1.42098)  -0.229
O (1.27631, 0.13556, -2.13736)  -0.248
C (3.63706, 0.31088, -1.77772)  -0.549
F (3.60326, 0.71019, -3.05366)  0.167
F (4.78864, -0.35523, -1.63676)  0.162
F (3.73050, 1.41486, -1.01474)  0.161
C (2.56100, -1.94045, -2.03345)  -0.569
F (1.46351, -2.70898, -1.85430)  0.060
F (2.78103, -1.90427, -3.35072)  0.175
F (3.55397, -2.59210, -1.45633)  0.195
H (4.33915, -0.93621, 4.09712)  0.075
H (5.31627, -1.01272, 2.63007)  0.078
H (4.77893, 0.54644, 3.25228)  0.082
H (1.86801, -0.61970, 3.94018)  0.118
H (-0.12450, -0.82510, 2.58264)  0.112
H (-0.49952, -3.06856, 1.67344)  0.124
H (-2.51311, -3.95108, 2.77835)  0.115
H (-4.86407, -3.65331, 3.38437)  0.075
H (-5.73821, -2.21006, 2.85976)  0.082
H (-5.64660, -3.61701, 1.80502)  0.085
H (-4.82587, -0.91716, 0.92181)  0.117
H (4.24734, -0.51305, 0.45563)  0.116
C (1.40641, 3.95049, -1.21846)  -0.046
C (1.32128, 2.75759, -2.18678)  -0.413
C (0.52342, 3.06806, -3.43546)  -0.050
C (0.74563, 1.58947, -1.41941)  0.036
H (1.91249, 4.78018, -1.71277)  0.084
H (1.96570, 3.68676, -0.32162)  0.081
H (0.41070, 4.29364, -0.92317)  0.086
H (2.34049, 2.51453, -2.43969)  0.108
H (-0.51288, 3.31092, -3.18461)  0.091
H (0.51706, 2.21407, -4.11756)  0.086
H (0.95449, 3.91935, -3.96252)  0.084
H (-0.25577, 1.34328, -1.73070)  0.064
H (1.14193, 1.31077, -0.43506)  0.121

Record 2
C24H21F3HoN3S3 | ωB97M-V with the def2-TZVPD basis set

As for the total charge: +2. Its expectation value of S² is 6.005. As for the spin multiplicity: 5. For the orbital gap (spin up / spin down), the calculation gives 5.579 / 5.583 eV. As for the HOMO energy (spin up / spin down): -0.525 / -0.526 hartree. The total energy is -3533.1075 Eh.

Last column: Löwdin spin population.
Cartesian coordinates (Å):
Ho (2.83983, -4.76169, 17.10711)  4.033
F (0.91012, -3.22659, 21.20737)  0.000
C (0.97585, -4.49542, 21.65423)  0.000
F (1.85359, -4.56091, 22.74521)  0.000
F (-0.29290, -4.88249, 22.17600)  0.000
C (1.46580, -5.43705, 20.61599)  0.000
C (1.80401, -6.73748, 21.05326)  0.000
C (1.89544, -7.72648, 20.05984)  0.000
C (1.71658, -7.39841, 18.71482)  0.000
N (1.64479, -6.11948, 18.32999)  -0.006
C (1.38889, -5.12283, 19.22952)  -0.001
S (1.07539, -3.46575, 18.59098)  -0.009
H (1.87094, -6.97089, 22.10802)  0.000
H (2.21118, -8.73109, 20.32189)  0.000
H (1.78184, -8.12977, 17.93380)  0.000
S (2.72410, -3.68837, 14.80995)  -0.007
C (4.33396, -2.98918, 15.14067)  0.001
N (4.58452, -1.92672, 14.32606)  -0.001
C (5.85660, -1.18071, 14.45163)  0.000
C (6.95793, -2.12752, 14.86495)  0.000
N (6.58849, -2.83748, 16.10313)  -0.001
C (7.73258, -2.95651, 17.03914)  0.000
C (8.06439, -1.75131, 17.88295)  0.000
C (7.10100, -1.32090, 18.78656)  0.000
C (7.45125, -0.29849, 19.67408)  0.000
C (8.74286, 0.15541, 19.79533)  0.000
C (9.73957, -0.30844, 18.90386)  0.000
C (9.40649, -1.29232, 18.02889)  0.000
C (5.38019, -3.44847, 16.13023)  0.001
S (5.30606, -4.69804, 17.41760)  -0.007
C (3.68748, -1.26299, 13.36183)  0.000
C (3.51629, 0.23994, 13.59842)  0.000
C (2.77813, 0.70384, 14.67572)  0.000
C (2.70505, 2.06644, 14.91202)  0.000
C (3.22493, 2.99923, 13.99972)  0.000
C (3.79515, 2.55852, 12.83119)  0.000
C (3.88667, 1.16710, 12.59193)  0.000
H (5.75507, -0.37722, 15.18075)  0.000
H (6.06349, -0.72997, 13.47182)  0.000
H (7.86239, -1.52804, 15.07356)  0.000
H (7.19465, -2.79644, 14.00690)  0.000
H (8.62947, -3.12601, 16.42602)  0.000
H (7.52239, -3.79523, 17.72778)  0.000
H (6.09974, -1.70398, 18.74686)  0.000
H (6.64152, 0.12659, 20.31766)  0.000
H (9.01867, 0.88758, 20.57739)  0.000
H (10.76684, 0.07496, 18.97139)  0.000
H (10.14000, -1.63961, 17.32657)  0.000
H (2.72271, -1.78255, 13.33757)  0.000
H (4.15806, -1.38928, 12.37776)  0.000
H (2.41623, 0.00828, 15.38044)  0.000
H (2.13487, 2.36127, 15.79670)  0.000
H (3.22551, 4.08939, 14.22203)  0.000
H (4.17384, 3.27440, 12.09899)  0.000
H (4.35152, 0.75595, 11.68258)  0.000

The lowest total charge belongs to which entry? C24H21F12NO2Pb

The lowest total charge belongs to which entry? C24H21F12NO2Pb